No. 1
Here is 2 unconnected molecules or ions with the total composition C3H9NO3 from the Open Molecules 2025 dataset. Energies are from the ωB97M-V functional and the def2-TZVPD basis.

Summary:
* SMILES string: CCNC(=O)O.O
* net charge: 0
* HOMO-LUMO gap: 10.948 eV
* spin multiplicity: 1
* energy relative to the best compared isomer or geometry (same formula, charge and spin): 2.8 kcal per mole

Cartesian coordinates (Å):
C  -0.828  0.180  -2.673
C  0.069  -0.200  -1.486
N  -0.753  -0.245  -0.273
C  -0.236  0.131  0.892
O  0.928  0.407  1.078
O  -1.176  0.212  1.877
H  -0.191  0.461  -3.509
H  -1.319  1.112  -2.410
H  -1.467  -0.624  -2.999
H  0.762  0.606  -1.320
H  0.529  -1.175  -1.622
H  -1.669  -0.645  -0.382
H  -0.683  0.261  2.714
O  1.988  -0.446  3.631
H  2.210  0.477  3.805
H  1.837  -0.512  2.678

No. 2
Here is a gas-phase ion, C2H10N3 (charge +1) from the Open Molecules 2025 dataset. Energies are from the ωB97M-V functional and the def2-TZVPD basis.

Summary:
* SMILES string: C[N+](C)(N)N
* net charge: +1
* HOMO-LUMO gap: 12.120 eV
* spin multiplicity: 1
* energy relative to the best compared isomer or geometry (same formula, charge and spin): 99.1 kcal per mole

Cartesian coordinates (Å):
C  1.464  -0.251  -0.083
N  -0.140  -0.041  -0.009
C  -0.545  1.305  -0.432
N  -0.614  -0.161  1.369
N  -0.610  -1.028  -0.899
H  1.571  -1.340  0.006
H  1.710  -0.062  -1.158
H  2.180  0.248  0.606
H  -1.713  1.273  -0.256
H  -0.112  2.084  0.243
H  -0.367  1.676  -1.535
H  -0.529  -1.079  1.778
H  -0.463  0.571  2.002
H  -1.665  -1.245  -0.673
H  -0.168  -1.951  -0.960

No. 3
Here is 9 unconnected molecules or ions with the total composition C51H106F4N9O15S4 from the Open Molecules 2025 dataset. Energies are from the ωB97M-V functional and the def2-TZVPD basis.

Summary:
* net charge: +5
* HOMO-LUMO gap: 2.729 eV
* spin multiplicity: 1
* energy relative to the best compared isomer or geometry (same formula, charge and spin): 0.0 kcal per mole

Cartesian coordinates (Å):
C  4.999  2.902  -3.816
C  6.073  3.630  -3.059
O  6.900  4.404  -3.504
N  6.083  3.472  -1.550
H  5.957  4.332  -1.036
H  5.352  2.842  -1.253
C  7.406  2.807  -1.056
H  4.019  3.045  -3.360
H  5.179  1.848  -3.604
H  4.985  3.077  -4.892
H  8.288  3.357  -1.386
H  7.375  1.778  -1.415
H  7.234  2.783  0.020
C  -5.237  -6.957  -6.173
C  -4.154  -5.881  -5.895
O  -3.355  -5.506  -6.771
N  -4.094  -5.290  -4.493
H  -4.976  -5.074  -4.051
H  -3.688  -5.968  -3.864
C  -3.212  -4.021  -4.369
H  -5.205  -7.879  -5.592
H  -5.136  -7.270  -7.212
H  -6.273  -6.626  -6.095
H  -3.546  -3.242  -5.055
H  -2.145  -4.116  -4.569
H  -3.513  -3.754  -3.356
C  -7.867  3.889  -1.739
C  -7.362  2.416  -1.586
C  -5.804  2.513  -1.832
C  -5.130  1.174  -1.434
C  -5.348  0.963  0.091
C  -6.903  0.819  0.516
N  -7.703  1.964  -0.075
O  -9.041  2.179  0.335
C  -7.031  0.887  2.052
C  -7.584  -0.451  -0.039
C  -8.044  1.561  -2.683
H  -7.262  4.671  -1.281
H  -8.867  4.128  -1.376
H  -7.822  4.258  -2.763
H  -5.519  3.400  -1.267
H  -5.599  2.620  -2.897
H  -4.080  1.127  -1.723
H  -5.525  0.315  -1.975
H  -4.856  1.863  0.458
H  -4.863  0.103  0.554
H  -6.424  0.036  2.363
H  -8.004  0.854  2.541
H  -6.691  1.844  2.448
H  -7.512  -0.655  -1.108
H  -8.651  -0.436  0.184
H  -7.085  -1.339  0.348
H  -7.656  2.038  -3.583
H  -9.132  1.610  -2.646
H  -7.656  0.542  -2.711
C  6.610  -4.670  1.826
C  6.384  -4.025  3.255
C  6.713  -2.482  3.175
C  6.177  -1.629  4.320
C  4.701  -1.837  4.447
C  4.261  -3.310  4.721
N  4.967  -4.201  3.703
O  4.549  -5.499  3.777
C  2.739  -3.389  4.413
C  4.578  -3.683  6.164
C  7.329  -4.810  4.135
H  7.626  -4.341  1.607
H  5.882  -4.362  1.076
H  6.601  -5.739  1.614
H  6.178  -2.048  2.330
H  7.796  -2.365  3.176
H  6.284  -0.556  4.165
H  6.818  -1.863  5.170
H  4.215  -1.375  3.588
H  4.362  -1.206  5.269
H  2.323  -4.345  4.732
H  2.558  -3.159  3.363
H  2.285  -2.564  4.962
H  3.930  -3.328  6.966
H  5.583  -3.402  6.477
H  4.485  -4.756  6.329
H  8.368  -4.481  4.086
H  7.298  -5.875  3.906
H  6.999  -4.741  5.171
C  1.555  -11.261  -5.115
C  1.527  -9.701  -5.291
C  2.253  -9.141  -4.069
C  2.604  -7.645  -4.177
C  3.540  -7.426  -5.409
C  2.941  -8.082  -6.807
N  2.195  -9.387  -6.596
O  1.712  -10.114  -7.707
C  4.099  -8.317  -7.757
C  1.903  -7.108  -7.431
C  0.131  -9.135  -5.274
H  1.134  -11.861  -5.922
H  1.108  -11.589  -4.177
H  2.567  -11.665  -5.069
H  3.164  -9.730  -3.962
H  1.737  -9.176  -3.109
H  3.067  -7.199  -3.297
H  1.740  -6.997  -4.326
H  4.497  -7.878  -5.151
H  3.785  -6.367  -5.480
H  4.580  -7.481  -8.266
H  3.672  -8.787  -8.643
H  4.951  -8.905  -7.416
H  1.620  -7.436  -8.432
H  2.376  -6.131  -7.531
H  0.977  -7.023  -6.862
H  -0.335  -9.445  -6.210
H  0.052  -8.071  -5.053
H  -0.491  -9.531  -4.470
C  -0.917  10.794  0.155
C  0.057  10.185  -0.937
C  0.616  8.843  -0.311
C  1.171  7.787  -1.249
C  0.109  7.442  -2.345
C  -0.380  8.638  -3.166
N  -0.711  9.799  -2.242
O  -1.925  10.480  -2.526
C  -1.646  8.118  -3.910
C  0.789  9.160  -3.991
C  1.305  11.095  -1.175
H  -0.600  10.677  1.191
H  -1.923  10.374  0.159
H  -1.153  11.831  -0.081
H  -0.222  8.398  0.225
H  1.346  9.061  0.468
H  1.581  6.929  -0.715
H  2.120  8.199  -1.593
H  -0.677  6.863  -1.860
H  0.534  6.719  -3.042
H  -2.355  7.807  -3.143
H  -1.506  7.307  -4.625
H  -2.234  8.803  -4.520
H  0.643  10.168  -4.379
H  0.916  8.504  -4.853
H  1.706  9.168  -3.402
H  1.069  12.014  -1.712
H  2.123  10.578  -1.677
H  1.577  11.418  -0.170
C  -3.058  6.324  9.856
C  -2.594  5.711  8.447
C  -1.330  6.557  7.970
C  -0.583  5.926  6.787
C  -0.048  4.586  7.183
C  -1.211  3.564  7.693
N  -2.188  4.274  8.669
O  -2.810  3.469  9.635
C  -0.413  2.471  8.483
C  -1.974  2.934  6.575
C  -3.682  5.678  7.392
H  -2.488  6.168  10.772
H  -4.101  6.110  10.090
H  -2.889  7.398  9.779
H  -0.688  6.827  8.808
H  -1.766  7.522  7.711
H  0.218  6.598  6.481
H  -1.232  5.789  5.923
H  0.793  4.737  7.859
H  0.334  4.140  6.264
H  -1.015  1.638  8.847
H  0.043  2.928  9.361
H  0.371  1.975  7.910
H  -3.049  2.798  6.696
H  -1.583  1.936  6.374
H  -2.035  3.498  5.645
H  -3.246  5.480  6.413
H  -4.130  6.670  7.364
H  -4.489  4.964  7.555
N  3.143  0.580  -0.452
S  2.905  -0.938  -1.205
O  2.113  -1.033  -2.461
O  2.955  -2.108  -0.348
F  4.447  -1.064  -1.814
S  1.683  0.815  -0.179
O  0.863  -0.286  0.415
O  1.013  1.747  -1.043
F  2.078  1.676  1.139
N  -2.328  -7.084  -0.797
S  -1.365  -6.559  0.509
O  -0.025  -7.138  0.589
O  -2.031  -6.131  1.701
F  -1.012  -5.117  -0.142
S  -2.832  -8.172  0.027
O  -3.899  -7.912  1.008
O  -1.993  -9.367  0.336
F  -3.837  -8.693  -1.075

No. 4
Here is 23 unconnected molecules or ions with the total composition C65H134N12O19 from the Open Molecules 2025 dataset. Energies are from the ωB97M-V functional and the def2-TZVPD basis.

Summary:
* net charge: 0
* HOMO-LUMO gap: 8.475 eV
* spin multiplicity: 1

Cartesian coordinates (Å):
C  4.362  3.287  5.537
O  3.980  2.192  5.118
N  4.677  3.474  6.832
C  5.120  4.774  7.323
C  4.581  2.394  7.822
H  4.429  4.214  4.948
H  4.216  5.342  7.544
H  5.763  5.313  6.627
H  5.658  4.693  8.267
H  4.235  1.436  7.434
H  5.594  2.328  8.220
H  3.868  2.683  8.594
C  -1.740  -0.065  -8.544
O  -1.114  -0.637  -9.430
N  -2.553  -0.761  -7.668
C  -3.289  -0.098  -6.615
C  -2.695  -2.260  -7.679
H  -1.789  1.024  -8.384
H  -4.365  -0.140  -6.781
H  -3.040  0.963  -6.566
H  -3.048  -0.488  -5.627
H  -3.731  -2.579  -7.570
H  -2.233  -2.693  -8.566
H  -2.194  -2.560  -6.758
C  -1.575  3.339  7.181
O  -2.715  3.251  6.597
N  -0.482  2.916  6.572
C  -0.453  2.498  5.186
C  0.812  3.337  7.044
H  -1.397  3.842  8.144
H  -1.233  1.827  4.827
H  0.482  1.973  4.992
H  -0.433  3.409  4.588
H  1.413  2.442  7.207
H  1.272  3.952  6.270
H  0.703  3.837  8.006
C  1.088  -9.041  -3.398
O  2.285  -9.362  -3.079
N  0.639  -7.762  -3.347
C  -0.594  -7.350  -4.052
C  1.459  -6.617  -2.919
H  0.235  -9.684  -3.667
H  -1.103  -8.154  -4.584
H  -0.497  -6.478  -4.699
H  -1.382  -7.056  -3.358
H  1.668  -6.065  -3.836
H  0.911  -6.031  -2.181
H  2.356  -7.026  -2.454
C  -0.281  -4.934  0.739
O  0.024  -3.854  1.215
N  0.019  -6.097  1.295
C  -0.183  -7.437  0.604
C  0.846  -6.132  2.449
H  -0.757  -4.943  -0.254
H  -0.903  -7.246  -0.191
H  -0.419  -8.237  1.305
H  0.643  -7.841  0.017
H  1.919  -6.229  2.285
H  0.680  -5.307  3.142
H  0.562  -7.006  3.035
C  -6.386  -0.608  5.216
O  -7.576  -0.813  5.471
N  -5.824  0.630  5.178
C  -4.432  0.843  4.936
C  -6.524  1.848  5.584
H  -5.621  -1.369  4.997
H  -4.328  1.574  4.134
H  -3.846  -0.019  4.616
H  -4.037  1.269  5.858
H  -6.345  2.686  4.909
H  -7.604  1.704  5.582
H  -6.227  2.223  6.563
C  -1.062  5.732  -0.076
O  -0.015  6.304  -0.297
N  -1.078  4.574  0.677
C  -2.330  3.957  1.114
C  0.151  4.034  1.240
H  -2.070  6.024  -0.410
H  -2.367  2.885  0.919
H  -3.238  4.388  0.694
H  -2.474  4.092  2.186
H  0.901  4.817  1.353
H  -0.029  3.648  2.243
H  0.500  3.206  0.623
C  3.381  -1.089  6.449
O  3.367  -1.506  7.623
N  3.225  -1.898  5.380
C  3.310  -1.344  4.015
C  3.097  -3.332  5.499
H  3.501  -0.048  6.111
H  4.312  -1.581  3.657
H  3.018  -0.308  3.847
H  2.611  -1.933  3.421
H  2.707  -3.620  6.474
H  2.332  -3.791  4.873
H  4.066  -3.819  5.384
C  -3.128  -2.620  2.439
C  -4.236  -2.625  1.382
O  -4.941  -1.646  1.206
C  -4.450  -3.860  0.611
H  -3.656  -2.568  3.391
H  -2.511  -1.727  2.339
H  -2.447  -3.458  2.287
H  -4.153  -4.726  1.202
H  -3.893  -3.722  -0.316
H  -5.458  -4.023  0.228
C  1.118  5.616  -4.006
C  0.554  6.982  -4.119
O  1.357  7.925  -4.267
C  -0.904  7.218  -3.897
H  0.739  5.021  -4.837
H  0.853  5.202  -3.033
H  2.191  5.713  -4.170
H  -1.601  6.659  -4.521
H  -1.132  8.272  -4.058
H  -1.158  6.975  -2.866
C  6.814  -0.969  1.066
C  5.553  -1.062  0.246
O  4.543  -0.448  0.539
C  5.577  -1.948  -0.981
H  6.991  -1.848  1.685
H  6.662  -0.090  1.693
H  7.714  -0.736  0.497
H  4.660  -1.766  -1.540
H  5.419  -2.993  -0.712
H  6.491  -1.791  -1.554
C  -6.666  -0.131  -2.181
C  -6.431  -0.951  -3.413
O  -6.369  -2.200  -3.326
C  -6.232  -0.265  -4.677
H  -7.170  -0.795  -1.478
H  -7.161  0.829  -2.327
H  -5.706  -0.020  -1.677
H  -5.895  -1.030  -5.377
H  -5.402  0.442  -4.654
H  -7.224  0.117  -4.919
C  3.492  4.316  -6.573
C  2.277  3.591  -7.155
O  1.654  4.095  -8.091
C  2.023  2.170  -6.714
H  3.751  3.884  -5.606
H  3.455  5.402  -6.492
H  4.303  3.963  -7.209
H  2.457  1.968  -5.735
H  2.440  1.438  -7.405
H  0.963  1.917  -6.752
C  -2.981  -2.148  -2.819
C  -3.178  -3.644  -3.262
O  -2.558  -4.498  -2.623
C  -3.951  -3.984  -4.523
H  -3.624  -1.562  -3.476
H  -1.945  -1.839  -2.954
H  -3.310  -1.840  -1.826
H  -3.695  -3.151  -5.178
H  -5.006  -4.054  -4.260
H  -3.537  -4.940  -4.843
C  -5.783  1.499  1.312
C  -6.459  2.749  1.149
O  -6.210  3.721  1.873
C  -7.338  2.947  -0.013
H  -4.978  1.535  2.046
H  -5.413  1.231  0.322
H  -6.595  0.819  1.571
H  -6.847  2.428  -0.836
H  -7.414  4.003  -0.272
H  -8.319  2.525  0.205
C  -0.107  -2.881  6.366
C  -0.863  -2.265  5.222
O  -2.097  -2.177  5.337
C  -0.162  -1.587  4.008
H  0.797  -2.304  6.565
H  0.295  -3.886  6.233
H  -0.756  -2.926  7.241
H  0.831  -1.290  4.344
H  -0.671  -0.694  3.646
H  -0.007  -2.261  3.165
C  0.058  -0.626  -5.089
C  0.991  -0.924  -3.900
O  1.658  -0.009  -3.477
C  1.069  -2.329  -3.387
H  -0.761  -1.345  -5.107
H  0.661  -0.718  -5.993
H  -0.259  0.416  -5.092
H  0.105  -2.649  -2.991
H  1.940  -2.508  -2.756
H  1.105  -2.977  -4.262
C  4.963  1.675  -2.258
C  5.946  1.118  -3.229
O  6.510  0.045  -3.068
C  6.310  1.922  -4.496
H  4.920  0.951  -1.444
H  3.980  1.698  -2.729
H  5.258  2.639  -1.846
H  5.384  2.313  -4.918
H  6.718  1.261  -5.261
H  7.001  2.750  -4.338
C  1.533  0.414  -0.093
C  0.052  0.118  0.312
O  -0.377  0.456  1.404
C  -0.878  -0.682  -0.571
H  2.142  -0.468  -0.293
H  2.016  1.010  0.681
H  1.595  1.015  -1.000
H  -0.552  -1.722  -0.554
H  -0.647  -0.335  -1.578
H  -1.907  -0.687  -0.212
C  3.270  -3.926  1.386
C  3.210  -5.113  0.466
N  3.165  -6.033  -0.268
H  4.315  -3.669  1.559
H  2.807  -4.183  2.338
H  2.676  -3.076  1.050
C  3.203  5.193  -0.682
C  3.520  6.538  -1.297
N  3.693  7.596  -1.723
H  2.864  5.292  0.349
H  4.140  4.636  -0.673
H  2.559  4.528  -1.256
C  -0.747  2.722  -2.486
C  -1.829  1.783  -2.861
N  -2.642  1.024  -3.177
H  -1.044  3.750  -2.691
H  0.101  2.499  -3.133
H  -0.443  2.519  -1.459
C  4.398  2.385  2.030
C  5.725  2.696  2.555
N  6.758  3.006  2.908
H  4.062  1.432  2.438
H  4.410  2.402  0.940
H  3.676  3.025  2.537